No. 1
C37H43Cl2N4O2Zr | the ωB97M-V functional and the def2-TZVPD basis

Cartesian coordinates (Å):
Zr (0.690, 0.711, -0.213)
O (3.215, -0.633, 2.955)
C (2.295, -0.309, 2.250)
N (2.134, -0.509, 0.893)
C (3.160, -1.232, 0.267)
O (4.330, -1.152, 0.518)
C (2.648, -2.182, -0.778)
C (3.533, -3.073, -1.367)
C (3.042, -3.957, -2.311)
C (1.693, -3.905, -2.628)
C (0.895, -2.961, -2.003)
N (1.352, -2.107, -1.086)
C (1.057, 0.284, 2.861)
C (0.991, 0.478, 4.225)
C (-0.206, 0.909, 4.774)
C (-1.289, 1.118, 3.933)
C (-1.129, 0.952, 2.572)
N (0.036, 0.558, 2.031)
H (4.571, -3.050, -1.069)
H (3.696, -4.673, -2.791)
H (1.259, -4.580, -3.352)
H (-0.153, -2.896, -2.257)
H (1.871, 0.263, 4.814)
H (-0.299, 1.067, 5.840)
H (-2.251, 1.427, 4.317)
H (-1.939, 1.143, 1.883)
Cl (-1.132, 2.300, -0.211)
C (1.938, 2.539, -0.046)
Cl (3.669, 2.092, -0.217)
H (1.803, 2.937, 0.964)
H (1.729, 3.346, -0.744)
C (-6.370, 0.294, 0.342)
C (-5.115, 1.168, 0.236)
C (-4.794, 1.799, 1.598)
C (-5.322, 2.272, -0.809)
C (-3.975, 0.337, -0.176)
C (-3.019, -0.319, -0.484)
H (-7.218, 0.909, 0.648)
H (-6.235, -0.498, 1.080)
H (-6.606, -0.166, -0.617)
H (-5.630, 2.420, 1.923)
H (-3.907, 2.432, 1.530)
H (-4.627, 1.029, 2.354)
H (-6.157, 2.908, -0.510)
H (-5.547, 1.844, -1.786)
H (-4.428, 2.891, -0.899)
C (-3.588, -2.869, -4.372)
C (-2.793, -2.329, -3.227)
C (-2.792, -3.109, -1.994)
C (-2.334, -2.589, -0.856)
C (-2.346, -3.264, 0.472)
C (-1.866, -1.143, -0.864)
C (-1.309, -0.692, -2.210)
C (-2.087, -1.184, -3.338)
N (-0.246, 0.032, -2.196)
C (0.548, 0.582, -3.335)
C (0.287, 0.025, -4.740)
C (1.263, 0.660, -5.745)
C (1.016, 2.171, -5.780)
C (1.266, 2.754, -4.388)
C (2.714, 2.485, -3.971)
C (2.973, 0.977, -3.962)
C (2.714, 0.386, -5.349)
C (2.019, 0.285, -2.985)
C (0.323, 2.102, -3.373)
H (-4.643, -2.929, -4.093)
H (-3.267, -3.885, -4.611)
H (-3.496, -2.250, -5.261)
H (-3.210, -4.108, -2.014)
H (-2.808, -4.247, 0.415)
H (-2.898, -2.658, 1.195)
H (-1.326, -3.375, 0.850)
H (-1.100, -1.056, -0.075)
H (-2.091, -0.656, -4.273)
H (-0.717, 0.290, -5.066)
H (0.380, -1.065, -4.744)
H (1.063, 0.231, -6.728)
H (-0.010, 2.378, -6.099)
H (1.680, 2.642, -6.508)
H (1.078, 3.830, -4.396)
H (2.915, 2.904, -2.980)
H (3.402, 2.970, -4.667)
H (3.999, 0.774, -3.650)
H (2.912, -0.691, -5.342)
H (3.391, 0.834, -6.080)
H (2.306, 0.636, -1.970)
H (2.191, -0.791, -3.002)
H (-0.726, 2.300, -3.615)
H (0.494, 2.543, -2.388)

Values from the calculation:
Total charge ... +1
LUMO energy ... -3.3 eV

Atom charges from the Löwdin analysis, given in e for atoms 1 to 2:
1 Zr 1.46
2 O 0.14

=====

No. 2
C10H15NO2 | the ωB97M-V functional and the def2-TZVPD basis

Cartesian coordinates (Å):
C (3.827, 1.322, 1.499)
C (0.790, -1.365, 0.356)
C (2.024, -1.560, -0.219)
C (0.512, -0.366, 1.267)
C (3.092, -0.798, 0.236)
C (1.540, 0.526, 1.551)
C (2.840, 0.321, 1.077)
O (-0.154, -2.291, -0.082)
H (-0.943, -2.278, 0.349)
H (2.145, -2.271, -1.112)
H (-0.462, -0.159, 1.726)
H (4.059, -1.312, 0.044)
H (1.230, 1.492, 2.056)
H (4.460, 1.563, 0.590)
H (4.251, 0.654, 2.345)
H (3.183, 2.232, 1.674)
C (-3.330, -0.332, -1.014)
C (-3.415, 0.255, -2.403)
C (-2.510, 0.556, 0.003)
O (-2.776, 0.631, 1.161)
N (-1.332, 1.133, -0.411)
H (-4.238, -0.360, -0.479)
H (-2.918, -1.274, -0.928)
H (-2.491, 0.712, -2.865)
H (-0.851, 1.579, 0.423)
H (-0.752, 0.828, -1.234)
H (-4.273, 0.937, -2.407)
H (-3.505, -0.376, -3.203)

Values from the calculation:
SMILES string ... Cc1ccc(O)cc1.CCC(N)=O
LUMO energy ... 0.8 eV

Atom charges from the Löwdin analysis, given in e for atoms 1 to 2:
1 C -0.08
2 C -0.32

=====

No. 3
C4H10N2O2 | the ωB97M-V functional and the def2-TZVPD basis

Cartesian coordinates (Å):
C (0.271, 2.076, 2.001)
C (0.433, 0.557, 2.093)
O (1.348, 0.010, 2.632)
N (-0.502, -0.407, 1.612)
H (-0.247, -1.310, 1.464)
H (-1.375, -0.109, 1.060)
H (-0.733, 2.300, 2.280)
H (0.708, 2.292, 1.006)
H (0.981, 2.649, 2.757)
C (-0.143, -1.825, -2.491)
C (-0.635, -0.513, -1.900)
O (-1.626, 0.123, -2.325)
N (0.347, 0.009, -1.023)
H (-0.956, -2.655, -2.618)
H (0.373, -2.288, -1.569)
H (0.281, 1.119, -0.825)
H (1.155, -0.464, -0.774)
H (0.320, -1.566, -3.381)

Values from the calculation:
SMILES string ... CC(N)=O.CC(N)=O
LUMO energy ... 0.5 eV

Atom charges from the Löwdin analysis, given in e for atoms 1 to 2:
1 C -0.01
2 C -0.58

=====

No. 4
C4H7F2O2S | the ωB97M-V functional and the def2-TZVPD basis

Cartesian coordinates (Å):
C (0.083, -0.627, -2.136)
C (0.321, -0.466, -0.622)
C (-0.398, 0.918, 1.499)
C (-0.180, 0.853, -0.091)
O (-0.555, -1.639, 1.785)
O (1.497, -0.562, 2.653)
F (0.638, 1.898, -0.480)
F (-1.382, 1.182, -0.712)
S (0.017, -0.544, 2.607)
H (0.546, 0.117, -2.680)
H (-0.904, -0.670, -2.351)
H (0.482, -1.537, -2.459)
H (-0.292, -1.240, -0.076)
H (1.349, -0.578, -0.480)
H (-1.482, 1.197, 1.571)
H (0.259, 1.698, 1.973)

Values from the calculation:
Total charge ... -1
LUMO energy ... 3.9 eV

Atom charges from the Löwdin analysis, given in e for atoms 1 to 2:
1 C -0.08
2 C -0.14

=====

No. 5
C40H23Cl7N2OPSTi | the ωB97M-V functional and the def2-TZVPD basis

Cartesian coordinates (Å):
Ti (1.595, -0.549, 0.653)
Cl (-0.589, -0.963, 3.533)
C (0.099, 0.612, 3.328)
C (1.006, 0.855, 2.292)
C (1.579, 2.119, 2.307)
Cl (2.772, 2.498, 1.085)
C (1.250, 3.128, 3.201)
Cl (1.962, 4.692, 3.089)
C (0.282, 2.870, 4.162)
Cl (-0.220, 4.112, 5.240)
C (-0.287, 1.602, 4.235)
Cl (-1.484, 1.285, 5.429)
Cl (2.135, -3.163, 0.226)
C (3.667, -3.369, 1.040)
C (4.458, -4.436, 0.659)
C (5.663, -4.640, 1.305)
C (6.054, -3.777, 2.314)
C (5.240, -2.715, 2.675)
Cl (5.790, -1.671, 3.944)
C (4.007, -2.465, 2.050)
S (2.975, -1.132, 2.549)
H (4.126, -5.094, -0.133)
H (6.298, -5.470, 1.023)
H (6.993, -3.916, 2.832)
O (3.735, -0.744, -0.532)
N (2.652, 0.068, -0.970)
C (2.989, 0.917, -1.860)
C (2.139, 1.976, -2.385)
C (2.726, 2.768, -3.377)
C (2.042, 3.826, -3.944)
C (0.749, 4.097, -3.525)
C (0.158, 3.314, -2.545)
C (0.837, 2.256, -1.947)
P (-0.022, 1.157, -0.742)
C (-1.047, 2.257, 0.279)
C (-2.088, 1.660, 0.995)
C (-2.853, 2.413, 1.873)
C (-2.582, 3.763, 2.054)
C (-1.535, 4.355, 1.363)
C (-0.764, 3.605, 0.483)
C (-1.206, 0.445, -1.945)
C (-2.427, 1.047, -2.242)
C (-3.229, 0.544, -3.261)
C (-2.818, -0.565, -3.987)
C (-1.606, -1.173, -3.693)
C (-0.803, -0.669, -2.679)
H (4.294, -0.137, -0.007)
H (4.009, 0.860, -2.231)
H (3.736, 2.543, -3.699)
H (2.512, 4.431, -4.707)
H (0.194, 4.916, -3.965)
H (-0.858, 3.528, -2.240)
H (-2.284, 0.599, 0.879)
H (-3.651, 1.937, 2.429)
H (-3.173, 4.347, 2.748)
H (-1.299, 5.400, 1.521)
H (0.072, 4.073, -0.023)
H (-2.760, 1.909, -1.678)
H (-4.177, 1.019, -3.482)
H (-3.446, -0.960, -4.776)
H (-1.287, -2.046, -4.248)
H (0.133, -1.158, -2.438)
N (-7.178, -5.475, -0.464)
C (-6.187, -4.906, -0.341)
C (-4.946, -4.192, -0.186)
C (-3.964, -4.675, 0.677)
C (-2.775, -3.987, 0.822)
C (-2.544, -2.807, 0.106)
C (-3.537, -2.330, -0.754)
C (-4.729, -3.015, -0.901)
C (-1.311, -2.092, 0.256)
C (-0.254, -1.507, 0.405)
H (-4.143, -5.588, 1.229)
H (-2.007, -4.352, 1.491)
H (-3.362, -1.417, -1.306)
H (-5.496, -2.645, -1.567)

Values from the calculation:
Spin multiplicity ... 2
LUMO energy (alpha / beta) ... -1.2 / -1.4 eV

Atom charges from the Löwdin analysis, given in e for atoms 1 to 2:
1 Ti 0.45
2 Cl 0.71

=====

No. 6
C14H26CdS3SbSe2Si2 | the ωB97M-V functional and the def2-TZVPD basis

Cartesian coordinates (Å):
Cd (2.550, 1.831, -0.351)
S (4.416, 4.920, -3.263)
Sb (3.352, 4.883, -1.113)
S (4.634, 3.151, 0.130)
S (1.310, 3.503, -1.893)
C (1.588, 1.017, 3.127)
Si (1.169, 0.288, 1.460)
C (-0.663, 0.736, 1.279)
C (1.280, -1.604, 1.603)
C (0.755, -2.373, 2.642)
C (1.072, -3.724, 2.695)
C (1.930, -4.323, 1.822)
C (2.510, -3.576, 0.828)
C (2.174, -2.193, 0.712)
Si (2.800, -0.745, -0.420)
C (2.304, -1.363, -2.108)
C (4.649, -1.019, -0.183)
H (0.681, 1.520, 3.664)
H (2.476, 1.748, 3.196)
H (1.917, 0.239, 3.834)
H (-1.021, 0.450, 2.335)
H (-1.255, 0.251, 0.471)
H (-0.725, 1.793, 1.290)
H (-0.035, -1.975, 3.266)
H (0.570, -4.298, 3.478)
H (2.032, -5.395, 1.845)
H (3.189, -4.044, 0.097)
H (3.215, -1.644, -2.648)
H (1.766, -0.464, -2.571)
H (1.572, -2.179, -2.154)
H (4.723, -1.910, 0.418)
H (5.245, -0.203, 0.153)
H (5.103, -1.211, -1.183)
C (-3.352, 4.096, -2.586)
Se (-2.417, 2.361, -2.262)
C (-4.183, 1.335, -1.768)
C (-4.252, -0.155, -2.130)
Se (-3.651, -1.497, -0.737)
C (-5.061, -0.987, 0.544)
H (-4.055, 3.977, -3.432)
H (-2.517, 4.786, -2.784)
H (-3.861, 4.376, -1.625)
H (-5.030, 1.854, -2.246)
H (-4.288, 1.454, -0.692)
H (-3.586, -0.402, -2.971)
H (-5.266, -0.472, -2.306)
H (-4.541, -0.366, 1.276)
H (-5.248, -1.920, 1.121)
H (-5.975, -0.523, 0.143)

Values from the calculation:
Total charge ... -2
Spin multiplicity ... 2
LUMO energy (alpha / beta) ... 3.5 / 3.5 eV

Atom charges from the Löwdin analysis, given in e for atoms 1 to 2:
1 Cd 0.72
2 S -0.63

=====

No. 7
C17H37N3OS5Ti | the ωB97M-V functional and the def2-TZVPD basis

Cartesian coordinates (Å):
Ti (0.109, 0.058, -0.323)
C (-0.818, 0.853, -3.761)
C (-0.725, -0.658, -3.957)
S (-0.150, -1.596, -2.480)
C (-1.589, -2.676, -2.179)
C (-2.786, -1.945, -1.598)
S (-2.251, -1.232, -0.025)
C (-3.510, 0.023, 0.325)
C (-2.961, 0.991, 1.360)
S (-1.447, 1.865, 0.851)
C (-2.067, 3.069, -0.393)
C (-1.432, 2.892, -1.768)
S (-1.499, 1.119, -2.109)
H (-1.503, 1.280, -4.494)
H (0.146, 1.346, -3.848)
H (-0.035, -0.889, -4.767)
H (-1.695, -1.078, -4.217)
H (-1.230, -3.453, -1.502)
H (-1.834, -3.159, -3.124)
H (-3.601, -2.642, -1.406)
H (-3.148, -1.151, -2.252)
H (-4.395, -0.479, 0.716)
H (-3.772, 0.523, -0.608)
H (-2.683, 0.475, 2.280)
H (-3.703, 1.745, 1.622)
H (-1.867, 4.066, -0.005)
H (-3.147, 2.938, -0.443)
H (-0.399, 3.237, -1.802)
H (-2.008, 3.433, -2.519)
C (2.863, 0.589, 1.293)
C (2.819, -0.897, 0.980)
N (2.085, -1.171, -0.286)
C (2.960, -1.090, -1.486)
C (3.294, 0.333, -1.900)
S (1.825, 1.422, -1.852)
C (2.366, 2.778, -0.760)
C (1.764, 2.670, 0.638)
N (1.560, 1.260, 1.029)
H (3.163, 0.729, 2.333)
H (3.625, 1.083, 0.696)
H (3.839, -1.284, 0.923)
H (2.319, -1.431, 1.782)
H (1.796, -2.146, -0.238)
H (3.893, -1.631, -1.309)
H (2.452, -1.598, -2.301)
H (4.060, 0.785, -1.276)
H (3.670, 0.336, -2.922)
H (3.454, 2.762, -0.760)
H (2.074, 3.713, -1.235)
H (2.412, 3.187, 1.351)
H (0.800, 3.176, 0.670)
H (1.027, 1.253, 1.895)
C (-0.594, -3.255, 4.200)
N (-0.332, -1.956, 3.570)
C (-0.161, -0.825, 4.482)
C (-0.257, -1.839, 2.274)
O (-0.013, -0.755, 1.663)
H (0.230, -3.511, 4.864)
H (-0.698, -4.028, 3.443)
H (-1.512, -3.198, 4.784)
H (-1.033, -0.753, 5.130)
H (-0.048, 0.097, 3.922)
H (0.718, -0.990, 5.105)
H (-0.421, -2.767, 1.723)

Values from the calculation:
Total charge ... +3
Spin multiplicity ... 2
LUMO energy (alpha / beta) ... -8.8 / -8.9 eV

Atom charges from the Löwdin analysis, given in e for atoms 1 to 2:
1 Ti 0.50
2 C -0.45

=====

No. 8
C19H22Cl42O7S | the ωB97M-V functional and the def2-TZVPD basis

Cartesian coordinates (Å):
O (-5.884, 0.452, -0.158)
C (-6.834, 0.168, -0.735)
O (-6.835, 0.383, -2.080)
C (-7.063, -0.804, -2.832)
C (-6.193, -2.013, -2.405)
O (-5.608, -2.632, -3.594)
S (-4.912, -4.083, -3.220)
O (-4.922, -4.279, -1.792)
O (-3.271, -4.082, -3.616)
C (-2.664, -2.763, -3.589)
C (-2.553, -2.107, -2.196)
O (-2.736, -0.956, -2.139)
O (-2.223, -2.787, -1.114)
H (-7.693, -0.219, -0.160)
H (-8.129, -1.103, -2.803)
H (-6.848, -0.559, -3.886)
H (-5.350, -1.758, -1.747)
H (-6.875, -2.744, -1.938)
H (-1.619, -2.893, -3.936)
H (-3.135, -2.069, -4.296)
H (-2.273, -2.109, -0.384)
C (-3.674, 3.530, -3.748)
Cl (-2.022, 3.620, -3.153)
Cl (-4.570, 4.995, -3.331)
Cl (-3.697, 3.264, -5.496)
H (-4.155, 2.692, -3.273)
C (-2.048, 0.821, 0.911)
Cl (-0.504, 1.698, 0.958)
Cl (-1.775, -0.932, 1.054)
Cl (-3.103, 1.385, 2.201)
H (-2.534, 1.015, -0.040)
C (3.226, 3.217, -0.629)
Cl (1.947, 3.572, -1.780)
Cl (4.709, 4.053, -1.102)
Cl (2.756, 3.676, 1.010)
H (3.417, 2.153, -0.640)
C (-0.495, -5.596, -1.968)
Cl (-0.081, -5.501, -3.686)
Cl (-0.953, -7.251, -1.546)
Cl (0.844, -5.034, -0.962)
H (-1.350, -4.954, -1.788)
C (1.534, -9.509, 0.622)
Cl (3.046, -10.393, 0.399)
Cl (0.157, -10.610, 0.566)
Cl (1.545, -8.620, 2.144)
H (1.434, -8.794, -0.185)
C (1.534, 0.784, 3.916)
Cl (3.062, 1.661, 3.979)
Cl (1.848, -0.948, 4.042)
Cl (0.443, 1.326, 5.192)
H (1.063, 0.977, 2.962)
C (4.611, 7.816, -1.122)
Cl (3.310, 8.154, -2.266)
Cl (6.090, 8.663, -1.595)
Cl (4.132, 8.269, 0.514)
H (4.809, 6.753, -1.137)
C (-5.522, 1.890, 5.347)
Cl (-4.413, 2.173, 6.692)
Cl (-5.190, 3.010, 4.024)
Cl (-5.412, 0.217, 4.793)
H (-6.532, 2.067, 5.696)
C (3.357, -4.439, 3.843)
Cl (3.861, -4.374, 2.151)
Cl (2.837, -6.069, 4.268)
Cl (4.660, -3.909, 4.905)
H (2.518, -3.766, 3.974)
C (4.146, 1.183, -4.636)
Cl (5.844, 1.372, -5.079)
Cl (3.993, 0.811, -2.914)
Cl (3.231, 2.635, -5.045)
H (3.738, 0.354, -5.199)
C (6.693, 9.997, -5.026)
Cl (5.635, 11.403, -5.171)
Cl (5.951, 8.581, -5.778)
Cl (8.271, 10.328, -5.747)
H (6.837, 9.788, -3.971)
C (7.137, -3.176, -0.338)
Cl (8.646, -4.075, -0.514)
Cl (5.751, -4.270, -0.386)
Cl (7.139, -2.244, 1.162)
H (7.054, -2.486, -1.167)
C (7.502, -5.136, 7.876)
Cl (6.366, -3.788, 7.770)
Cl (6.812, -6.588, 7.147)
Cl (9.035, -4.721, 7.104)
H (7.692, -5.338, 8.922)
C (-7.828, 6.295, 4.593)
Cl (-7.448, 6.170, 2.873)
Cl (-6.921, 5.095, 5.517)
Cl (-7.492, 7.922, 5.188)
H (-8.885, 6.097, 4.723)

Values from the calculation:
LUMO energy ... 0.0 eV

Atom charges from the Löwdin analysis, given in e for atoms 1 to 2:
1 O 0.14
2 C -0.38

=====

Number 7 is which compound? C17H37N3OS5Ti